No. 1
196
Properties=species:S:1:pos:R:3:forces:R:3 method="wB97M-V/def2-TZVPD" max_force_ha_per_bohr=0.065 orbital_gap_ev=6.22
Ba 18.068290 -13.230694 15.394523 -0.018 -0.232 0.316
C 16.922025 -19.997142 15.615630 -0.450 -2.191 0.105
C 16.928903 -20.195154 14.067576 1.405 -0.124 1.672
C 15.621485 -19.916836 13.454666 -2.137 0.478 0.580
C 15.684544 -19.793183 11.945122 0.263 -0.783 -0.346
C 16.567649 -18.624279 11.551845 -0.264 0.340 -1.124
C 17.993631 -18.772493 12.007082 1.074 -1.035 0.103
N 18.009668 -19.266809 13.516807 2.546 0.919 0.760
O 19.041639 -19.142731 14.145788 -2.436 -0.835 -1.568
C 18.960309 -17.586316 11.881983 -1.073 -0.721 0.511
C 18.675610 -19.946367 11.226926 -0.240 1.336 -0.620
C 17.420288 -21.579416 13.668729 -1.313 -0.217 -0.790
H 16.857887 -18.950187 15.901300 0.425 -0.235 0.048
H 17.755920 -20.601121 16.067006 -0.388 1.285 -0.378
H 16.033211 -20.519025 16.073447 0.434 0.493 -0.886
H 15.287739 -19.022025 13.974062 -0.518 0.241 -0.329
H 15.007015 -20.772175 13.830712 0.076 0.701 -0.608
H 14.801533 -19.761458 11.306100 -0.610 0.252 0.890
H 16.076037 -20.775191 11.694827 0.463 0.053 -0.810
H 16.096636 -17.723475 11.917712 0.176 0.329 0.496
H 16.574506 -18.450033 10.445576 0.202 -0.501 0.674
H 19.738670 -17.841501 12.568873 0.610 0.628 0.607
H 18.467134 -16.656016 12.075100 -0.046 0.473 0.583
H 19.428025 -17.532725 10.925787 0.015 -0.198 -0.913
H 18.048001 -20.725074 10.875309 -0.849 -0.681 0.034
H 19.544209 -20.372328 11.661922 0.756 -0.226 0.828
H 19.015946 -19.449800 10.330714 0.181 0.001 -0.405
H 18.366178 -21.787147 14.043609 1.677 -0.445 1.085
H 17.529215 -21.617294 12.598218 -0.091 -0.302 -0.305
H 16.696017 -22.365011 13.949980 0.313 0.522 0.125
C 18.034017 -9.964680 11.890188 -3.230 0.316 -0.105
C 17.247022 -10.953287 12.794505 0.964 0.867 1.475
C 16.632970 -12.141089 12.082315 -0.062 -1.208 -0.035
O 18.113512 -11.397645 13.857052 -0.660 0.111 -1.095
H 18.350696 -9.050312 12.398378 0.093 -0.326 0.142
H 17.236000 -9.678120 11.153791 0.880 0.188 0.132
H 18.832626 -10.404339 11.350335 0.873 -0.661 -0.314
H 16.375892 -10.459050 13.298693 0.553 0.384 -0.531
H 15.885572 -12.054145 11.276996 0.432 0.918 0.034
H 16.033026 -12.712749 12.820272 0.840 0.044 -0.260
H 17.461843 -12.737208 11.674399 -0.258 -0.254 0.175
S 17.448146 -16.481145 15.173647 2.428 0.792 0.798
O 16.373412 -15.514517 15.410793 -0.701 1.107 0.587
O 17.034034 -17.350972 14.086528 -1.001 -1.312 -0.942
O 18.660139 -15.716644 14.701059 -0.542 -0.199 0.372
O 17.791698 -17.200597 16.423395 -0.424 0.185 -0.765
C 21.517572 -13.139406 18.320006 -0.674 -0.873 0.299
C 22.470798 -13.198515 17.115718 -0.135 1.885 1.512
C 23.383320 -14.371656 17.256168 0.700 -1.584 -0.259
C 24.147619 -14.674709 15.961178 -1.900 -2.048 -1.048
C 23.023350 -14.931151 14.867109 0.461 -0.228 0.306
C 22.292144 -13.631900 14.652773 -0.851 1.429 -0.673
N 21.596051 -13.394866 15.948789 0.190 0.564 -0.362
O 20.614558 -12.345162 15.855835 0.014 -0.882 -0.028
C 23.232859 -12.444812 14.190999 -1.061 -0.198 -0.163
C 21.261376 -13.788990 13.544552 -0.710 -0.439 -0.074
C 23.394958 -11.927404 17.182071 1.011 -0.854 0.475
H 20.767953 -13.944891 18.166512 0.632 0.190 0.528
H 20.902002 -12.270198 18.365177 -0.317 1.076 -0.462
H 21.961899 -13.142310 19.332772 0.272 -0.592 -0.652
H 24.105411 -14.258388 18.072397 -0.318 0.344 0.084
H 22.773848 -15.270411 17.502678 0.585 0.605 -0.300
H 24.486810 -15.703075 15.995297 1.100 -0.026 0.645
H 24.952626 -13.997772 15.641395 -0.456 -0.215 0.267
H 22.314963 -15.814699 15.158166 1.137 1.775 -0.196
H 23.428915 -15.211170 13.887931 0.331 -0.039 0.223
H 22.952646 -12.133304 13.155109 0.347 -0.297 0.804
H 23.100269 -11.547186 14.842402 0.450 -0.821 -0.664
H 24.228693 -12.869346 14.179142 0.446 0.714 0.017
H 20.502808 -14.479432 13.908369 -0.581 0.180 0.050
H 20.858265 -12.828287 13.176827 -0.089 -0.484 0.400
H 21.640849 -14.338922 12.674908 0.501 0.330 0.118
H 22.976183 -11.010479 16.867696 -0.838 0.920 -0.454
H 24.312131 -12.064999 16.577689 -0.425 0.050 0.401
H 23.715486 -11.719566 18.232838 -0.281 -0.541 -0.661
H 20.943586 -11.443376 15.948444 0.581 0.351 -0.248
C 12.070138 -14.067438 18.181378 1.226 1.247 -1.166
C 12.049638 -14.825611 16.846300 -2.313 0.239 -0.287
C 10.620083 -14.618003 16.288977 1.046 2.798 0.104
C 10.450768 -15.125623 14.895421 -1.730 0.532 -0.673
C 11.421305 -14.413931 13.957264 -0.271 2.099 0.654
C 12.865732 -14.455561 14.443168 1.300 -1.102 0.248
N 12.917482 -14.155209 15.892423 -0.758 0.695 -0.007
O 14.172944 -14.191172 16.450147 2.101 0.381 0.109
C 13.386131 -15.893090 14.205695 -1.640 0.877 -0.252
C 13.816692 -13.513011 13.682870 1.080 -0.549 -0.338
C 12.318337 -16.266073 17.128794 -0.912 -2.533 0.017
H 12.075277 -12.963838 17.898112 -0.516 -1.249 0.693
H 13.052914 -14.233921 18.628334 -0.341 -0.131 0.373
H 11.251271 -14.403512 18.815055 0.069 0.282 0.086
H 9.832866 -14.824586 16.978234 -0.439 -0.999 0.555
H 10.585539 -13.481660 16.293353 -0.194 -0.960 -0.462
H 9.404916 -14.877486 14.519744 1.097 -0.493 0.485
H 10.529780 -16.211738 14.927169 0.143 -0.113 -0.449
H 11.069342 -13.315125 13.816380 0.580 -1.651 0.412
H 11.410587 -14.844049 12.987436 -0.091 -0.459 -1.032
H 12.632346 -16.515907 14.626142 -0.320 -0.867 -0.095
H 13.412173 -16.056273 13.147409 0.370 -0.296 -0.661
H 14.297967 -16.103734 14.683014 1.343 -0.194 0.269
H 13.813264 -13.702136 12.550414 0.008 -0.044 1.654
H 13.487160 -12.491298 13.811587 0.170 0.467 0.188
H 14.904328 -13.662922 14.088812 -2.132 0.293 -0.785
H 12.228961 -16.980341 16.273263 0.273 0.846 0.544
H 11.518996 -16.688264 17.797063 0.752 0.660 -0.105
H 13.281005 -16.436781 17.596184 0.226 -0.022 0.125
H 14.712296 -14.973950 16.200833 -0.352 0.061 -0.224
C 19.546381 -7.774165 16.916039 -1.058 -0.994 -1.030
C 19.260331 -7.562793 15.413819 -1.902 0.473 0.764
C 19.448320 -6.106501 15.081381 1.669 0.602 -0.965
C 20.929885 -5.763433 15.205917 0.007 2.712 -0.845
C 21.679809 -6.533974 14.162079 -0.423 -0.218 0.059
C 21.484315 -8.064939 14.444397 0.665 0.534 -1.119
N 20.022694 -8.388223 14.519679 1.061 -0.080 -0.944
O 19.883546 -9.730821 14.921308 0.506 -0.983 0.586
C 22.075148 -8.717905 13.179426 -0.371 -1.803 1.150
C 22.315784 -8.433003 15.684314 1.818 -1.955 -1.985
C 17.770211 -7.865776 15.188778 -0.670 0.259 1.011
H 18.738393 -7.316352 17.464124 -0.192 0.250 0.380
H 20.475900 -7.355576 17.194969 0.746 0.136 0.611
H 19.495390 -8.863188 17.052837 0.318 0.268 0.330
H 19.198279 -5.886589 14.035400 -0.279 -0.286 0.070
H 18.833312 -5.467485 15.673811 -0.515 0.246 0.715
H 21.323317 -5.948330 16.175835 0.231 -0.347 0.920
H 21.179182 -4.650104 15.078620 -0.771 -1.261 -0.031
H 22.736853 -6.193322 14.181673 -0.387 -0.802 -0.139
H 21.257398 -6.281975 13.163636 0.314 -0.235 0.489
H 21.421899 -8.596677 12.342071 -0.392 0.482 -0.576
H 23.037983 -8.282665 13.017394 0.640 0.254 -0.381
H 22.209147 -9.823275 13.255765 -0.057 0.678 0.270
H 22.237180 -7.707851 16.465850 0.130 -0.086 0.622
H 22.103234 -9.495416 15.938202 -0.354 0.981 0.458
H 23.416611 -8.555815 15.332176 -1.575 0.722 0.651
H 17.497317 -8.043994 14.175612 0.194 -0.250 -1.016
H 17.099517 -7.036986 15.496503 0.595 -0.165 0.154
H 17.446365 -8.726999 15.763392 0.144 -0.159 -0.052
H 19.306454 -10.345170 14.341294 -0.237 1.094 -0.198
C 20.932654 -21.454920 18.082231 0.634 0.546 0.653
C 20.096624 -20.453956 18.871592 0.874 1.340 1.084
C 20.630927 -20.291288 20.360949 0.089 0.434 -1.349
C 21.850497 -19.433405 20.533610 0.665 0.293 -0.959
C 21.619275 -18.047749 19.960502 -0.587 0.022 0.331
C 21.191640 -18.060734 18.473051 0.840 -1.309 0.355
N 20.005797 -19.023168 18.283011 0.502 -0.884 1.345
O 19.687333 -19.145343 16.910680 -0.530 0.772 -0.151
C 20.655736 -16.716676 18.135847 -1.228 0.086 -1.326
C 22.395544 -18.441435 17.561259 -1.710 -0.989 -0.681
C 18.711599 -21.015046 19.078858 0.197 -1.435 -1.320
H 20.615126 -22.474613 18.371181 0.556 0.388 0.024
H 22.005285 -21.225294 18.333704 -0.851 -0.764 -0.664
H 20.710825 -21.339707 17.027783 0.280 0.083 -0.272
H 19.845728 -19.720574 20.832925 -0.580 -0.392 0.702
H 20.851457 -21.268814 20.802273 -0.645 0.040 -0.023
H 22.721831 -19.951685 20.134981 0.292 0.155 -0.097
H 22.028337 -19.214808 21.560341 0.299 -0.501 1.138
H 22.470977 -17.356522 20.167897 -0.393 -0.528 -0.569
H 20.808801 -17.675454 20.637259 0.170 0.179 -0.894
H 21.319026 -15.898931 18.231476 1.047 0.356 0.366
H 20.298138 -16.668163 17.079570 -0.096 -0.034 0.796
H 19.865674 -16.528081 18.846972 -0.714 0.190 -0.147
H 22.989163 -17.596819 17.288767 0.605 0.702 0.157
H 23.022900 -19.262128 17.953519 -0.321 0.436 -0.210
H 21.880991 -18.748282 16.608189 0.777 -0.058 0.711
H 18.806127 -21.909973 19.707780 -0.014 0.414 0.461
H 18.367084 -21.529390 18.137019 -0.380 1.277 0.583
H 18.111802 -20.247953 19.543717 -0.756 -0.105 -0.264
H 18.986335 -18.435817 16.727993 0.814 -0.843 0.390
C 17.512114 -11.845945 20.343973 1.205 1.676 -1.192
C 16.805245 -12.530444 19.167122 -0.724 -1.415 0.735
C 15.338506 -12.990431 19.501090 1.679 -0.392 0.585
C 14.382707 -11.833487 19.531878 0.276 -0.205 -0.142
C 14.378614 -11.135057 18.192814 0.247 0.456 -0.132
C 15.789015 -10.698033 17.687888 -0.950 -0.144 -1.442
N 16.729454 -11.846686 17.893595 -0.267 1.861 -0.622
O 18.033200 -11.434941 17.504394 0.225 -0.705 -0.764
C 15.551781 -10.502316 16.141599 -1.134 -0.688 0.104
C 16.190954 -9.352918 18.251052 1.592 -0.076 1.411
C 17.545979 -13.848449 18.839611 -1.139 0.359 2.330
H 16.946845 -11.073069 20.883617 -0.202 -0.585 0.046
H 18.395401 -11.234697 19.926159 -0.932 -1.085 0.661
H 17.928757 -12.617171 20.992434 -0.160 0.267 0.204
H 15.046273 -13.691823 18.704201 0.005 0.166 0.276
H 15.414232 -13.567974 20.478123 -0.320 0.741 -1.053
H 14.667262 -11.123577 20.294987 -0.056 0.196 0.513
H 13.431554 -12.274310 19.767545 -0.759 0.346 0.164
H 13.643152 -10.314579 18.158205 0.605 0.186 0.215
H 14.035611 -11.757989 17.397087 -0.408 -1.084 -0.190
H 15.056868 -11.424928 15.713071 0.133 0.995 0.551
H 14.923231 -9.586503 15.969993 0.246 -1.012 0.214
H 16.394250 -10.369251 15.504164 1.204 0.155 -0.018
H 17.174970 -8.934036 17.956172 -0.373 -0.580 -0.198
H 15.492358 -8.628386 17.907832 -0.739 0.616 -0.024
H 16.236758 -9.359992 19.356071 -0.346 0.062 -0.333
H 17.293512 -14.508923 19.716041 0.702 0.269 -0.859
H 18.623470 -13.689086 18.782317 -0.137 -0.394 -0.566
H 16.935300 -14.206715 18.030401 0.722 -0.776 -0.865
H 18.314887 -10.634407 17.949041 -0.153 0.467 0.388

***

No. 2
94
Properties=species:S:1:pos:R:3:forces:R:3 method="wB97M-V/def2-TZVPD" max_force_ha_per_bohr=0.039 orbital_gap_ev=6.54 total_charge=-1 e_above_lowest_ev=3.8604
Sc 1.673915 0.817220 -0.913126 -1.099 0.583 -0.572
C -0.233273 4.588760 -2.410561 0.090 -0.031 0.117
C 0.422716 3.239953 -2.553970 0.052 0.060 -0.001
O 0.949146 2.745575 -1.536784 -0.311 0.306 0.182
C 0.442702 2.584399 -3.826706 0.114 -0.373 -0.081
C -0.132331 3.149332 -4.985639 0.000 0.068 0.059
C -0.003291 2.544830 -6.204798 -0.052 0.097 -0.110
C 0.713820 1.336462 -6.307929 -0.022 -0.005 0.118
C 1.258274 0.741696 -5.204462 0.110 -0.141 -0.030
C 1.122798 1.333065 -3.922481 -0.190 0.375 -0.048
O 1.602364 0.747136 -2.890603 -0.103 -0.469 -0.722
H -0.025992 4.988273 -1.421079 0.018 -0.044 0.022
H -1.313553 4.478920 -2.524199 -0.004 0.040 -0.086
H 0.143254 5.277716 -3.165398 -0.080 0.026 -0.028
H -0.691399 4.072914 -4.903258 0.050 0.031 -0.028
H -0.432886 2.995908 -7.089561 -0.039 -0.010 0.022
H 0.823812 0.865797 -7.277520 0.018 -0.004 -0.003
H 1.807883 -0.189694 -5.257569 -0.021 -0.011 0.015
O 3.531108 -1.468586 1.149502 -0.103 -0.400 0.071
Cl 3.917457 -0.117680 1.101725 1.049 -0.421 0.761
O 4.526516 0.307866 2.307966 -0.087 0.233 0.285
O 4.828667 0.129671 -0.009352 0.312 -0.493 0.065
O 2.744501 0.730326 0.850426 -0.108 -0.008 0.842
F 4.204710 -0.867229 -3.126266 -0.036 -0.087 -0.001
B 3.370122 -1.726495 -2.447824 -0.169 0.088 -0.089
F 2.710927 -0.864219 -1.339283 0.506 -0.459 -0.276
F 2.313304 -2.184738 -3.212330 0.050 0.014 -0.010
F 4.030342 -2.734905 -1.800555 -0.015 0.032 0.082
C 0.631483 5.458982 2.262344 0.007 -0.072 -0.012
C 0.727504 4.182244 2.784698 -0.010 0.060 0.064
C 1.501637 3.246671 2.112059 0.127 -0.014 0.041
N 2.138793 3.497833 0.971942 -0.152 0.129 0.158
C 2.036895 4.729461 0.475974 0.045 0.097 0.092
C 1.308666 5.740414 1.084369 -0.022 0.033 -0.040
H 0.045881 6.219117 2.764407 -0.020 0.004 -0.025
H 0.204924 3.904296 3.690067 0.025 -0.020 0.008
H 1.633198 2.251368 2.516233 -0.069 -0.050 -0.040
H 2.580645 4.923609 -0.441494 -0.051 -0.044 -0.063
H 1.268160 6.724160 0.633991 0.029 0.005 0.012
I 4.358682 2.014806 -1.357390 1.137 1.386 -0.929
I 4.250058 4.323437 -2.875139 -0.236 -0.384 0.116
C -5.593346 -3.104109 -1.927331 0.078 0.024 0.068
C -4.243234 -2.746933 -1.364813 -0.031 -0.018 -0.003
C -3.260073 -2.165955 -2.149052 -0.034 -0.031 0.072
C -2.008903 -1.843814 -1.637007 0.114 0.024 -0.042
C -1.015149 -1.238030 -2.597335 -0.020 -0.049 0.058
C -1.703092 -2.093237 -0.279730 0.241 0.119 -0.215
As 0.200414 -1.534560 0.171518 -0.964 -0.630 0.260
N -0.021870 0.307365 0.199349 -0.049 0.041 0.129
C -1.070903 0.956329 0.834147 -0.367 0.188 0.168
C -1.935578 0.321174 1.744625 0.219 -0.012 -0.217
C -2.987608 0.989735 2.342280 -0.067 0.020 0.123
C -3.217009 2.334223 2.088165 -0.006 0.035 -0.025
C -2.360198 2.990563 1.215223 -0.076 0.027 0.009
C -1.313282 2.325207 0.604097 0.018 -0.168 -0.124
C 0.552587 -2.349454 1.970879 0.252 0.135 -0.152
C 0.852667 -1.699457 3.169328 -0.097 0.167 -0.037
C 0.773283 -0.206995 3.342463 0.022 0.037 -0.034
C 1.248670 -2.442016 4.282497 -0.037 -0.097 -0.007
C 1.376260 -3.817039 4.239539 0.002 0.027 0.007
C 1.775393 -4.611286 5.454232 -0.034 0.015 -0.093
C 1.131612 -4.451600 3.026023 0.011 0.019 0.080
C 0.750122 -3.744629 1.898717 -0.104 -0.050 -0.127
C 0.555464 -4.495766 0.605728 0.042 0.173 0.055
C -2.695575 -2.691057 0.512957 0.086 -0.029 0.133
C -2.547961 -3.063169 1.970426 0.021 0.048 -0.074
C -3.937249 -2.999979 -0.040433 0.024 0.019 -0.073
H -5.645663 -2.875226 -2.991237 -0.031 -0.003 -0.004
H -6.382189 -2.549649 -1.415230 -0.034 -0.010 -0.035
H -5.795984 -4.168332 -1.793530 -0.039 0.001 -0.025
H -3.465050 -1.962270 -3.194846 0.012 0.007 -0.004
H -1.450330 -1.142520 -3.592226 -0.020 -0.026 0.003
H -0.111475 -1.845928 -2.677722 0.058 0.094 -0.015
H -0.719099 -0.241847 -2.270420 0.002 0.017 -0.037
H -1.752929 -0.716758 1.976398 -0.066 0.021 0.072
H -3.638411 0.454332 3.025176 0.036 -0.032 0.004
H -4.039517 2.858889 2.557558 -0.006 -0.018 0.000
H -2.513069 4.042629 0.998490 0.033 0.001 0.011
H -0.670038 2.864867 -0.073250 0.066 0.018 0.030
H 0.815166 0.300185 2.385296 0.000 0.017 0.019
H 1.607269 0.143445 3.954178 0.008 -0.021 0.009
H -0.156812 0.085992 3.834726 0.003 -0.004 0.019
H 1.470180 -1.912478 5.203975 0.011 0.005 0.003
H 2.095020 -3.954176 6.262361 0.005 -0.025 0.023
H 2.591918 -5.295918 5.219128 0.015 0.004 0.031
H 0.935534 -5.212351 5.810509 0.021 -0.001 0.046
H 1.259233 -5.527765 2.959683 0.000 -0.001 -0.054
H 0.683523 -5.566778 0.755080 -0.010 -0.009 0.006
H 1.289605 -4.157771 -0.131413 -0.034 -0.062 -0.059
H -0.437423 -4.312984 0.189560 0.014 -0.108 -0.053
H -1.596370 -2.770225 2.391653 -0.018 -0.002 0.080
H -2.639844 -4.145840 2.085702 0.003 -0.001 0.035
H -3.345330 -2.596729 2.553549 -0.015 -0.024 0.008
H -4.685519 -3.458931 0.599950 0.001 -0.003 0.013